Arrangement i

C4H4N2O2S | wB97M-V/def2-TZVPD

Each atom is followed by the atoms it is bonded to, with distances in Å.
Geometry (Å):
1 C -0.021 1.190 0.312  C3 1.449, N6 1.146
2 C 1.216 -1.195 0.428  N5 1.170, S9 1.681
3 C -1.321 0.573 0.149  C1 1.449, C4 1.578, H10 1.116, H11 1.036
4 C -1.180 -0.884 -0.440  C3 1.578, S9 1.734, H12 1.121, H13 1.226
5 N 2.275 -1.195 -0.069  C2 1.170, O8 1.188
6 N 0.780 2.009 0.351  C1 1.146, O7 1.211
7 O 1.749 2.736 0.320  N6 1.211
8 O 3.381 -0.844 -0.323  N5 1.188
9 S -0.254 -2.008 0.502  C2 1.681, C4 1.734
10 H -1.764 0.498 1.171  C3 1.116
11 H -1.990 1.007 -0.513  C3 1.036
12 H -2.269 -1.142 -0.376  C4 1.121
13 H -0.602 -0.746 -1.512  C4 1.226

## Properties
HOMO-LUMO gap (spin up / spin down) in eV: 8.8 / 8.9
HOMO level (spin up / spin down) in Ha: -0.32653 / -0.32656

Atomic partial charges in e from the natural (NBO) method, atoms 1 to 2: 0.17 -0.10

=====

Arrangement ii

C4H4N2O2S | wB97M-V/def2-TZVPD

Each atom is followed by the atoms it is bonded to, with distances in Å.
Geometry (Å):
1 C 0.349 1.805 0.115  C2 1.396, S9 1.701, H10 1.057
2 C 0.335 0.412 0.027  C1 1.396, C3 1.331, C4 1.547
3 C -0.882 -0.126 0.039  C2 1.331, N5 1.766, N6 1.419
4 C 1.529 -0.564 -0.092  C2 1.547, H11 1.126, H12 1.108, H13 1.139
5 N -2.087 1.163 0.097  C3 1.766, S9 1.570
6 N -1.327 -1.474 0.039  C3 1.419, O7 1.217, O8 1.215
7 O -2.321 -1.739 -0.611  N6 1.217
8 O -0.595 -2.286 0.570  N6 1.215
9 S -1.217 2.465 0.203  C1 1.701, N5 1.570
10 H 1.180 2.414 -0.123  C1 1.057
11 H 1.613 -0.918 0.974  C4 1.126
12 H 1.101 -1.318 -0.781  C4 1.108
13 H 2.323 0.166 -0.458  C4 1.139

## Properties
HOMO-LUMO gap (spin up / spin down) in eV: 8.4 / 8.4
HOMO level (spin up / spin down) in Ha: -0.35021 / -0.35022

Atomic partial charges in e from the natural (NBO) method, atoms 1 to 2: -0.50 -0.07

=====

Arrangement iii

C4H4N2O2S | wB97M-V/def2-TZVPD

Each atom is followed by the atoms it is bonded to, with distances in Å.
Geometry (Å):
1 C 1.270 1.885 -1.976  C3 1.407, N5 1.170
2 C -0.186 -0.091 0.231  N6 1.293, S9 1.768, H10 1.093
3 C 0.783 2.959 -1.209  C1 1.407, O7 1.166
4 C -0.682 -2.616 1.172  S9 1.861, H11 1.088, H12 1.036, H13 1.045
5 N 1.937 1.243 -2.692  C1 1.170
6 N -0.255 1.189 0.058  C2 1.293, O8 1.209
7 O 0.169 3.587 -0.442  C3 1.166
8 O -0.899 2.124 0.474  N6 1.209
9 S -1.018 -0.837 1.600  C2 1.768, C4 1.861
10 H 0.454 -0.745 -0.366  C2 1.093
11 H 0.269 -2.514 0.654  C4 1.088
12 H -1.182 -3.087 0.397  C4 1.036
13 H -0.661 -3.099 2.098  C4 1.045

## Properties
HOMO-LUMO gap (spin up / spin down) in eV: 6.9 / 6.9
HOMO level (spin up / spin down) in Ha: -0.30497 / -0.30495

Atomic partial charges in e from the natural (NBO) method, atoms 1 to 2: 0.07 -0.22

=====

Stability check: which of them is least stable? arrangement iii.